Record 1
C47H53F5GeIrN2O7P2Se | ωB97M-V/def2-TZVPD

Calculated values
lowest unoccupied orbital energy	0.0751	Eh
E_tot	-223783.91182	eV

ORCA input file:
```
! wB97M-V def2-TZVPD RIJCOSX def2/J DEFGRID3
* xyz -1 1
Ir 0.3261 -0.4869 0.2127
C -3.5705 5.7144 0.0864
C -4.3670 4.5842 -0.5376
C -5.4674 4.0471 0.3619
O -3.4798 3.5387 -0.9978
P -2.6909 2.4370 -0.1795
O -1.4434 2.0187 -0.8101
C -3.8092 0.9840 -0.1231
P -2.9615 -0.5497 -0.5332
O -1.7909 -0.8743 0.3089
O -2.6007 -0.6048 -2.0467
C -3.2859 -0.2456 -3.2689
C -4.7259 -0.7212 -3.2785
C -3.1317 1.2367 -3.5383
O -4.1091 -1.6428 -0.3915
C -4.5405 -2.3139 0.8179
C -5.5602 -3.3344 0.3532
C -3.4026 -2.9616 1.5842
O -2.6880 3.0114 1.2824
C -1.6841 2.6434 2.2921
C -2.2950 1.5622 3.1569
C -1.3410 3.9068 3.0414
H -4.2066 6.5963 0.1865
H -2.7149 5.9612 -0.5413
H -3.1959 5.4332 1.0692
H -4.8168 4.9336 -1.4691
H -5.0461 3.5634 1.2426
H -6.1045 3.3394 -0.1719
H -6.0903 4.8772 0.6990
H -4.6609 1.1135 -0.7915
H -4.1968 0.8628 0.8923
H -2.7255 -0.8047 -4.0195
H -5.3283 -0.1884 -2.5404
H -4.7893 -1.7878 -3.0677
H -5.1541 -0.5278 -4.2633
H -3.7647 1.8365 -2.8827
H -3.4229 1.4461 -4.5695
H -2.1002 1.5482 -3.3816
H -5.0392 -1.5641 1.4432
H -5.0733 -4.0778 -0.2796
H -6.3555 -2.8552 -0.2178
H -6.0009 -3.8417 1.2120
H -2.8486 -3.6384 0.9314
H -3.8282 -3.5386 2.4077
H -2.7016 -2.2351 1.9850
H -0.8023 2.2763 1.7702
H -2.5236 0.6725 2.5670
H -3.2031 1.9306 3.6432
H -1.5808 1.2545 3.9161
H -2.2266 4.3206 3.5328
H -0.9043 4.6335 2.3563
H -0.5912 3.6764 3.8007
O 0.3948 0.3124 2.1581
C 1.4585 0.4778 2.8834
C 1.2956 0.6078 4.2889
C 2.3503 0.8146 5.1405
C 3.6556 0.9046 4.6444
C 3.8480 0.7727 3.2902
C 2.7903 0.5496 2.3961
C 3.0713 0.4313 0.9799
N 2.1905 0.2083 0.0110
C 2.8605 0.2868 -1.1945
C 4.1653 0.5337 -0.9552
N 4.2869 0.6184 0.4156
H 0.2868 0.5363 4.6728
H 2.1676 0.9122 6.2044
H 4.4928 1.0823 5.3055
H 4.8614 0.8478 2.9123
H 2.3309 0.1914 -2.1215
H 4.9992 0.6704 -1.6187
H 5.1257 0.8391 0.9170
F 4.7612 8.6931 0.0927
C 3.9024 7.6560 0.0465
C 3.9457 6.7490 -0.9951
F 4.8614 6.9121 -1.9697
C 3.0601 5.6881 -1.0321
F 3.1768 4.8538 -2.0778
C 2.0875 5.4637 -0.0529
Se 0.8708 4.0186 -0.1321
C 2.0860 6.4057 0.9798
F 1.1991 6.3066 1.9866
C 2.9593 7.4752 1.0402
F 2.9037 8.3512 2.0620
C 0.3833 -1.9263 -0.9087
Ge 1.7750 -3.2754 -1.0504
C 3.1108 -2.8094 -2.4112
C 4.4594 -3.1236 -2.2632
C 5.3900 -2.7500 -3.2250
C 4.9807 -2.0598 -4.3571
C 3.6385 -1.7439 -4.5225
C 2.7161 -2.1133 -3.5535
C 2.6917 -3.6901 0.6305
C 3.4093 -4.8812 0.7580
C 4.1147 -5.1695 1.9188
C 4.1106 -4.2686 2.9759
C 3.3863 -3.0894 2.8732
C 2.6783 -2.8097 1.7111
C 0.9617 -4.9731 -1.6317
C 0.9082 -5.3390 -2.9758
C 0.2268 -6.4795 -3.3837
C -0.4171 -7.2758 -2.4478
C -0.3731 -6.9279 -1.1042
C 0.3084 -5.7863 -0.7048
H -0.5321 -2.2164 -1.4490
H 4.7947 -3.6495 -1.3758
H 6.4370 -2.9933 -3.0875
H 5.7048 -1.7642 -5.1065
H 3.3137 -1.1962 -5.3989
H 1.6745 -1.8311 -3.6745
H 3.4168 -5.5970 -0.0583
H 4.6669 -6.0984 1.9993
H 4.6633 -4.4921 3.8807
H 3.3629 -2.3820 3.6944
H 2.0783 -1.9104 1.6500
H 1.4138 -4.7297 -3.7179
H 0.1997 -6.7466 -4.4334
H -0.9492 -8.1652 -2.7628
H -0.8719 -7.5460 -0.3670
H 0.3376 -5.5266 0.3486
*
```

=====

Record 2
C11H14ClOP | ωB97M-V/def2-TZVPD

Calculated values
lowest unoccupied orbital energy (alpha / beta)	-0.0243 / -0.0243	Eh
E_tot	-35489.75269	eV
relative energy (zero: lowest compared OMol25 entry of this formula, charge and spin)	49.5	kcal per mole

ORCA input file:
```
! wB97M-V def2-TZVPD RIJCOSX def2/J DEFGRID3
* xyz 0 1
C -3.4314 -2.3520 0.2291
C -2.5365 -2.1777 1.2447
C -3.4418 -1.3902 -0.7714
C -1.6781 -1.0344 1.3982
C -2.5911 -0.2827 -0.7722
C -1.7914 -0.1404 0.3693
C 0.7428 1.7339 0.1406
C 2.6395 0.6768 1.1104
C 2.8862 1.4733 -1.1906
C 1.4867 -0.5182 -0.8473
C 1.8889 0.8397 -0.2225
O -2.5282 0.6717 -1.6133
P -0.9158 1.3204 -0.0543
Cl -1.9092 2.7862 0.8338
H -4.0796 -3.1835 0.2721
H -2.6691 -2.9296 2.0467
H -3.8762 -1.4669 -1.7824
H -1.0463 -0.8871 2.2529
H 0.9046 2.7485 -0.0132
H 1.9896 0.5732 1.9271
H 3.2850 1.5465 1.2648
H 3.2328 -0.2060 1.1495
H 2.8938 2.5201 -0.8076
H 3.7833 0.9844 -0.9448
H 2.5473 1.5895 -2.1767
H 1.0469 -1.4158 -0.1905
H 2.4172 -1.0940 -1.1129
H 0.7501 -0.3857 -1.7396
*
```

=====

Record 3
C4H11NO | ωB97M-V/def2-TZVPD

Calculated values
lowest unoccupied orbital energy (alpha / beta)	-0.1517 / -0.2798	Eh
⟨S²⟩	0.770
E_tot	-7854.95698	eV
relative energy (zero: lowest compared OMol25 entry of this formula, charge and spin)	31.9	kcal per mole

ORCA input file:
```
! wB97M-V def2-TZVPD RIJCOSX def2/J DEFGRID3
* xyz 1 2
C -0.8033 1.7836 0.8954
C 0.0348 0.7502 0.5642
N 0.7697 0.7083 -0.5215
C 1.2825 -0.5478 -1.0424
C 2.0666 -1.3534 -0.0112
H -1.6036 1.6120 1.6072
H -0.9223 2.6803 0.3177
H 0.1592 -0.1620 1.1430
H 0.4808 1.3230 -1.2771
H 0.5272 -1.1228 -1.5643
H 2.0290 -0.3100 -1.7984
H 2.8946 -1.9107 -0.4398
H 2.4295 -0.8306 0.8531
H 1.4838 -2.1973 0.3819
H -2.0324 -0.4414 0.2398
H -2.8647 -1.7661 0.2307
O -2.9116 -0.8040 0.1463
*
```